This record from OMol25 describes C13H27Cl2NdP as an isolated structure. The level of theory is ωB97M-V with the def2-TZVPD basis set.

XYZ file:
```
44
Properties=species:S:1:pos:R:3
Nd 0.96208 -0.22024 -1.01035
Cl 1.01022 -2.78876 -1.38879
Cl 1.74075 2.05743 0.16266
C 2.55660 0.19294 -2.37309
H 3.07115 1.16321 -2.30245
H 3.05307 -0.58410 -2.96400
C -0.03695 1.20063 -2.68580
C 1.05128 0.57299 -3.26884
H 0.17494 2.01035 -1.96255
C 0.72615 -0.58941 -4.27463
H 1.53447 1.34553 -3.89746
C -0.44246 -0.14738 -5.15738
H 1.62038 -0.78141 -4.87989
H 0.50355 -1.51037 -3.71121
C -1.69532 0.10869 -4.32441
H -0.15815 0.77641 -5.67843
H -0.64696 -0.89620 -5.93292
C -1.46532 1.01041 -3.08493
H -2.46859 0.56380 -4.95477
H -2.09340 -0.85388 -3.98166
H -1.92334 1.99875 -3.26372
H -2.04059 0.58069 -2.23941
C -0.48100 -2.89869 3.27333
C -1.08479 -1.49387 3.27560
P -0.28077 -0.38797 2.05028
C -1.14313 1.23587 2.26432
C -1.54140 1.68819 3.66408
C 1.39275 -0.14737 2.82806
C 1.46435 0.18812 4.30862
H -0.49307 -3.33720 2.26829
H -1.06808 -3.54969 3.93061
H 0.55329 -2.90598 3.63864
H -2.14766 -1.54482 2.99364
H -1.02962 -1.04019 4.27566
H -0.49183 1.97595 1.77390
H -2.04635 1.13838 1.63952
H -0.69527 2.09144 4.22990
H -2.27701 2.49710 3.57420
H -2.00968 0.88966 4.24930
H 1.93484 -1.08530 2.62271
H 1.87502 0.64487 2.23262
H 0.98488 -0.56795 4.94139
H 2.52129 0.23252 4.60223
H 1.02965 1.16685 4.53716
```

Properties
HOMO-LUMO gap (alpha / beta)   5.19 / 5.13 eV
Relative energy (zero: lowest compared OMol25 entry of this formula, charge and spin)   0.000 eV
Total energy   -63531.059 eV
HOMO level (alpha / beta)   -2.406 / -2.344 eV
2S+1   4
Total charge   -1